# C8H17NO

A 2-piece molecular cluster, C8H17NO overall (wB97M-V/def2-TZVPD, the OMol25 dataset).

```
! wB97M-V def2-TZVPD RIJCOSX def2/J DEFGRID3
* xyz 0 1
C -0.08685 -0.17889 -2.24483
C -1.43326 -0.83208 -1.75118
C -2.22742 -1.31156 0.48014
C 1.85659 0.53882 2.47572
C 2.50553 1.61278 1.41016
C 1.58003 1.64798 0.06303
C 0.64424 0.43890 0.25209
C 0.53773 0.31029 1.68314
H 0.68551 -0.75792 -1.41713
H 0.06581 0.94896 -2.26408
H 0.09523 -0.65158 -3.23375
H -0.34880 -0.88088 0.16642
H -3.11127 -1.81169 0.04464
H -1.97490 -2.16500 1.19934
H -2.45489 -0.42456 1.20034
H 2.71928 -0.25136 2.71802
H 1.65537 1.18656 3.47572
H 3.48752 1.23516 1.43410
H 2.54495 2.58001 1.96380
H 2.08557 1.70542 -0.97976
H 1.19248 2.64837 -0.05311
H 1.28002 -0.32393 -0.12126
H -0.15509 0.56600 -0.45571
H 0.09417 -0.67878 1.90498
H -0.29839 1.01501 2.04079
N -1.20954 -1.12867 -0.44090
O -2.41941 -1.17457 -2.34334
*
```

Computed properties:
Structure (SMILES)   CNC(C)=O.C1CCCC1
ΔE to the lowest compared entry with this formula, charge and spin   5.939 eV
Orbital gap   9.88 eV


# C23H41InNO2P2

C23H41InNO2P2 as an isolated structure (wB97M-V/def2-TZVPD, the OMol25 dataset).

```
! wB97M-V def2-TZVPD RIJCOSX def2/J DEFGRID3
* xyz 1 1
In -0.79492 -1.45225 0.61310
C 2.46867 2.61920 -1.84332
C 1.21242 3.26963 -1.83388
C 2.36837 3.89869 0.04863
C 3.17518 2.98997 -0.66285
C 1.14174 4.05159 -0.65450
C 2.98493 1.74483 -2.90985
H 2.20176 1.10144 -3.32653
H 3.79232 1.10076 -2.54249
H 3.39885 2.31299 -3.75683
C 4.50093 2.49905 -0.24602
H 5.13562 2.31975 -1.11915
H 4.42064 1.56449 0.32591
H 4.98987 3.24128 0.39157
C 2.74014 4.54138 1.31672
H 3.78903 4.84311 1.30940
H 2.60562 3.85686 2.15887
H 2.14039 5.43036 1.50656
C 0.00854 4.90201 -0.24186
H 0.04616 5.89627 -0.71449
H 0.00702 5.05922 0.84453
H -0.94910 4.44700 -0.52583
C 0.17910 3.18338 -2.88228
H 0.33252 3.93864 -3.66005
H -0.81299 3.34816 -2.46182
H 0.19498 2.20766 -3.36921
C -0.65754 -3.63763 0.65028
C -0.50403 -3.88221 -0.83017
C -1.78311 -3.83197 -1.70001
C -2.94415 -2.88907 -1.26071
C -2.73851 -1.66460 -0.35927
C -3.08633 -1.81093 1.02848
C -2.99212 -3.07091 1.80850
C -1.94977 -4.13044 1.33082
H -2.25495 -4.84922 -1.71030
H -3.68453 -3.50784 -0.73078
H -1.52121 -3.63097 -2.74403
H -2.46960 -4.82575 0.66419
H 0.28982 -3.92306 1.14339
H -0.02182 -4.86024 -1.04987
H -1.66480 -4.71015 2.21566
H -2.75257 -2.83550 2.85928
H -3.80706 -1.06130 1.38470
H -4.00259 -3.51731 1.87070
H -3.41650 -2.47128 -2.16685
H -3.00188 -0.72467 -0.90814
P 0.79672 -2.54972 -1.30492
C 2.34588 -3.44013 -1.09885
C 0.40211 -1.80391 -2.93033
P -1.53809 1.17176 3.22413
C -0.74035 -0.39629 2.61554
C -2.52341 1.49558 1.68930
C -2.66832 0.21051 4.34742
H 2.81592 -2.97717 -0.20924
H 3.03825 -3.32288 -1.94703
H 2.21824 -4.51965 -0.90697
H -0.62712 -1.41687 -2.94940
H 0.56741 -2.46403 -3.80102
H 1.06781 -0.92753 -3.01878
H -3.18571 -0.60381 3.82173
H -3.41669 0.82507 4.86245
H -1.98149 -0.24204 5.07601
H 0.29617 -0.53771 3.01318
H -1.36012 -1.29440 2.95686
H -2.33754 2.50662 1.30319
H -3.59781 1.42606 1.88132
H -2.28546 0.83433 0.84536
O 1.85673 1.21121 2.34707
N 2.47677 0.45659 1.56503
O 2.06554 -0.72196 1.35777
*
```

Computed properties:
Orbital gap (alpha / beta)   3.69 / 4.60 eV


Values of electronic energy, in order: -12104.431; -53837.007, all in eV.